Record 1
51
Properties=species:S:1:pos:R:3:forces:R:3 method="wB97M-V/def2-TZVPD" e_homo_ev=-8.1 smiles="CCOC(=O)c1ccccc1NC(=O)COc1cc(=O)n(CC)c2ccccc12" largest_force_ev_per_a=16.5 total_charge=0 e_above_lowest_ev=17.900 gap_ev=8.12
C -3.38251 -5.15354 -5.14653 15.04 0.34 0.97
C -3.14181 -3.88405 -4.49435 -0.27 4.50 1.35
O -1.72560 -3.46385 -4.28909 -0.26 -0.69 1.11
C -1.44567 -2.49115 -3.39439 -1.04 1.84 -0.33
O -2.37523 -1.68990 -2.92102 4.30 -3.47 -1.68
C 0.20398 -2.40792 -3.25079 -4.98 2.50 0.69
C 1.02607 -3.39190 -3.73911 -9.35 -3.20 -3.86
C 2.26680 -3.39215 -3.61096 7.81 0.71 2.85
C 2.97867 -2.45861 -2.70345 -14.43 2.11 -0.58
C 2.20632 -1.31937 -2.23454 -1.91 -2.79 -2.57
C 0.62902 -1.24414 -2.62428 7.59 -5.71 0.24
N -0.13880 -0.51139 -1.92022 -5.84 6.30 1.65
C 0.24277 0.75277 -1.29056 -15.13 -4.92 -4.53
O 1.16457 1.03603 -0.80670 12.33 3.94 5.20
C -1.24637 1.54465 -0.90908 2.70 -5.35 7.67
O -0.90867 2.44051 0.21352 1.17 -2.04 -0.62
C -0.32876 1.84879 1.30240 -2.87 3.21 3.84
C -0.46811 0.58703 1.85222 -0.98 0.44 -7.23
C 0.06425 0.30443 3.05626 -1.07 -10.24 6.80
O -0.02621 -0.99923 3.62302 0.59 5.19 -3.93
N 0.40548 1.14251 4.02834 -3.12 6.65 -7.35
C 0.74815 0.90080 5.22160 4.43 -7.98 10.23
C 2.29268 0.79363 5.35823 -3.24 -6.36 0.00
C 0.28950 2.49406 3.76431 2.38 3.98 -4.09
C 1.06020 3.56968 4.45629 -4.48 -3.88 0.96
C 0.76559 4.83445 4.08371 0.86 6.78 -0.15
C 0.23430 5.39616 2.79045 1.04 -14.47 5.11
C 0.09165 4.20759 1.98570 -3.55 8.26 -3.19
C -0.12617 2.98802 2.42259 1.65 -7.35 0.44
H -4.23695 -5.26023 -5.38454 -11.33 -1.72 -2.80
H -2.90978 -5.91445 -4.42691 -1.06 0.49 -1.51
H -2.71397 -5.06089 -6.11961 -1.36 -0.95 1.60
H -3.58449 -3.97105 -3.51089 -0.12 0.69 0.41
H -3.49111 -2.93045 -4.99778 -0.51 -1.48 0.37
H 0.34031 -4.26167 -4.44039 2.62 2.59 2.23
H 2.81056 -4.17305 -4.05819 0.96 -0.75 -0.46
H 3.86361 -2.36089 -2.83493 11.23 0.69 -0.44
H 2.59396 -0.50102 -1.66875 0.37 0.14 0.17
H -1.25724 -0.48891 -2.17237 3.28 -0.77 0.48
H -2.02404 0.74381 -0.30327 1.72 2.11 -2.90
H -1.44302 2.15212 -1.63568 -2.31 3.16 -4.33
H -0.87117 -0.22872 1.08346 1.20 1.30 2.45
H 0.40924 1.41852 6.07231 -1.25 1.59 0.23
H 0.43677 -0.26810 5.57828 0.41 3.21 -1.43
H 2.88167 1.53107 5.22800 3.52 5.80 -2.27
H 2.75733 0.45355 6.24181 -0.70 -0.65 2.17
H 2.53106 -0.10633 4.76214 0.32 0.82 -0.58
H 1.09682 3.26006 5.50762 1.29 0.92 -0.14
H 1.14506 5.73627 4.81318 -0.89 -2.46 -1.49
H 0.46314 6.26925 2.60271 1.42 8.58 -2.37
H -0.42753 4.55869 0.96555 1.81 -1.58 1.61



Record 2
16
Properties=species:S:1:pos:R:3:forces:R:3 method="wB97M-V/def2-TZVPD" e_homo_ev=-8.9 smiles="NC/C(F)=C/[C@@H]1CS1" largest_force_ev_per_a=3.1 total_charge=0 e_above_lowest_ev=1.283 gap_ev=9.79
N 2.65540 -0.22251 1.01355 0.08 1.39 -0.96
C 1.96352 -0.70899 -0.20868 0.89 2.92 0.34
C 0.64797 -0.02629 -0.30277 -1.95 0.73 -0.06
F 0.74905 1.35486 -0.00366 -0.41 -1.70 -0.74
C -0.55247 -0.61380 -0.52101 1.16 -0.41 -0.61
C -1.91906 -0.03034 -0.64141 0.71 -0.20 0.13
C -2.27021 1.08212 0.22015 -0.79 0.06 -0.08
S -3.14484 -0.51019 0.64297 0.13 0.82 -0.71
H 2.12438 -0.57570 1.77813 -0.30 0.02 0.98
H 2.55559 0.85321 1.00728 0.25 -2.47 0.21
H 2.64081 -0.44344 -1.02246 -0.31 0.11 -0.32
H 1.80713 -1.73589 -0.27775 -0.07 -1.84 0.38
H -0.48173 -1.70202 -0.72081 0.04 0.75 0.15
H -2.39003 0.09643 -1.62878 0.57 -0.61 0.30
H -2.75878 1.86116 -0.37945 -0.27 -0.04 1.11
H -1.62674 1.32138 1.04470 0.26 0.48 -0.12



| no. | LUMO level (eV) |
| --- | --- |
| 1 | 0.062 |
| 2 | 0.854 |